A:
Computed, not measured: a cluster of 2 separate species, C2H3NOS2 in total, with ωB97M-V/def2-TZVPD.

Positions of all 9 atoms, in Å:
C (1.83, 0.70, 0.84)
C (-2.73, -0.52, -0.03)
N (1.98, -0.19, 0.07)
O (-3.18, 0.56, 0.28)
S (2.35, -1.26, -0.96)
S (-1.31, -1.36, 0.68)
H (1.81, 1.10, 1.76)
H (-3.39, -1.07, -0.74)
H (-1.20, -2.61, -0.01)

HOMO energy in eV: -8.841
E_LUMO in eV: 0.28
2S+1: 1
Structure (SMILES): C#[N+][S-].O=CS

Atomic charges from the natural (NBO) analysis, expressed in e, are listed below: 0.107, 0.255, -0.406, -0.521, 0.072, -0.046, 0.229, 0.138, 0.172

=====

B:
Computed, not measured: the molecule C2H3NOS2, with ωB97M-V/def2-TZVPD.

Positions of all 9 atoms, in Å:
C (-0.31, -0.48, -0.09)
C (-1.14, 0.84, 0.07)
N (1.02, 0.02, -0.44)
O (-1.31, 1.63, -0.82)
S (2.34, -1.07, -0.57)
S (2.06, 0.31, 0.87)
H (-0.86, -0.99, -0.89)
H (-1.43, 0.79, 1.09)
H (-0.36, -1.05, 0.80)

HOMO energy in eV: -8.832
E_LUMO in eV: -0.36
2S+1: 1
Structure (SMILES): O=CCn1ss1

Atomic charges from the natural (NBO) analysis, expressed in e, are listed below: -0.348, 0.443, -0.653, -0.469, 0.249, 0.256, 0.228, 0.107, 0.188

=====

Most stable to least stable, the ends of the list are B and A.

=====

A:
Computed, not measured: the molecule N2, with ωB97M-V/def2-TZVPD.

Positions of all 2 atoms, in Å:
N (-0.26, -0.07, 0.48)
N (0.26, 0.07, -0.48)

HOMO energy in eV: -14.817
E_LUMO in eV: 2.03
2S+1: 1
Structure (SMILES): N#N

Atomic charges from the natural (NBO) analysis, expressed in e, are listed below: 0.000, 0.000

=====

B:
Computed, not measured: the molecule N2, with ωB97M-V/def2-TZVPD.

Positions of all 2 atoms, in Å:
N (-0.83, -0.17, -0.03)
N (0.83, 0.17, 0.03)

HOMO energy in eV: -12.056
E_LUMO in eV: -2.62
2S+1: 1
Structure (SMILES): N#N

Atomic charges from the natural (NBO) analysis, expressed in e, are listed below: 0.000, 0.000

=====

Most stable to least stable, the ends of the list are A and B.

=====

A:
Computed, not measured: a cluster of 2 separate species, C4H4F2 in total, with ωB97M-V/def2-TZVPD.

Positions of all 10 atoms, in Å:
C (-0.18, -0.21, 2.33)
C (-0.67, 0.16, 1.28)
C (1.23, -0.31, -1.33)
C (-1.21, 0.54, 0.07)
F (-1.96, -0.20, -0.72)
F (-1.05, 1.73, -0.51)
H (0.53, -0.77, 2.86)
H (1.42, 0.68, -1.39)
H (0.50, -0.62, -2.09)
H (1.38, -0.99, -0.50)

HOMO energy (spin up / spin down) in eV: -8.979 / -8.296
E_LUMO (spin up / spin down) in eV: -0.63 / 0.06
2S+1: 1

Atomic charges from the natural (NBO) analysis, expressed in e, are listed below: -0.130, -0.231, -0.499, 0.731, -0.295, -0.300, 0.225, 0.162, 0.161, 0.176

=====

B:
Computed, not measured: the molecule C4H4F2, with ωB97M-V/def2-TZVPD.

Positions of all 10 atoms, in Å:
C (-1.35, -0.24, 0.24)
C (-0.04, 0.52, 0.10)
C (1.14, -0.18, -0.19)
C (2.20, -0.65, -0.43)
H (-1.06, -0.86, 1.14)
H (-2.16, 0.58, 0.51)
H (0.17, 0.88, 1.13)
H (3.33, -0.82, -0.93)
F (-1.92, -0.85, -0.85)
F (-0.30, 1.62, -0.72)

HOMO energy in eV: -10.653
E_LUMO in eV: 0.87
2S+1: 1
Structure (SMILES): C#C[C@@H](F)CF

Atomic charges from the natural (NBO) analysis, expressed in e, are listed below: 0.042, 0.087, -0.120, -0.158, 0.172, 0.183, 0.203, 0.280, -0.341, -0.347

=====

Most stable to least stable, the ends of the list are B and A.

=====

A:
Computed, not measured: the molecule C3H3NO2, with ωB97M-V/def2-TZVPD.

Positions of all 9 atoms, in Å:
C (-0.70, -1.32, 0.44)
C (-0.46, 0.04, 0.06)
C (0.90, 0.37, -0.46)
N (-0.83, -2.41, 0.76)
O (-1.08, 1.07, 1.15)
O (-1.52, 0.86, -0.19)
H (0.80, 0.90, -1.41)
H (1.48, -0.54, -0.60)
H (1.41, 1.03, 0.24)

HOMO energy in eV: -10.653
E_LUMO in eV: -0.14
2S+1: 1
Structure (SMILES): CC1(C#N)OO1

Atomic charges from the natural (NBO) analysis, expressed in e, are listed below: 0.201, 0.410, -0.667, -0.226, -0.240, -0.235, 0.250, 0.240, 0.265

=====

B:
Computed, not measured: the molecule C3H3NO2, with ωB97M-V/def2-TZVPD.

Positions of all 9 atoms, in Å:
O (-0.57, 1.47, 0.21)
C (0.16, 0.27, 0.28)
C (-0.85, -0.89, 0.29)
O (-0.52, -2.04, 0.25)
C (1.16, 0.00, -0.77)
N (2.01, -0.36, -1.46)
H (-0.21, 2.06, -0.46)
H (0.76, 0.23, 1.20)
H (-1.91, -0.56, 0.34)

HOMO energy in eV: -10.686
E_LUMO in eV: 0.33
2S+1: 1
Structure (SMILES): N#C[C@@H](O)C=O

Atomic charges from the natural (NBO) analysis, expressed in e, are listed below: -0.689, -0.102, 0.432, -0.471, 0.227, -0.263, 0.494, 0.235, 0.137

=====

Most stable to least stable, the ends of the list are B and A.

=====

A:
Computed, not measured: a structure of composition C3H3NO2, with ωB97M-V/def2-TZVPD.

Positions of all 9 atoms, in Å:
C (0.87, -0.30, -0.07)
C (-1.12, -0.76, 0.13)
C (-1.19, 0.63, 0.09)
H (2.56, 0.78, 0.37)
H (-2.00, -1.27, 0.07)
H (-1.68, 1.57, -0.26)
N (0.09, -1.33, -0.20)
O (2.16, -0.20, 0.05)
O (0.31, 0.88, -0.18)

HOMO energy in eV: -8.904
E_LUMO in eV: 0.35
2S+1: 1

Atomic charges from the natural (NBO) analysis, expressed in e, are listed below: 0.800, -0.045, -0.055, 0.530, 0.201, 0.244, -0.528, -0.657, -0.491

=====

B:
Computed, not measured: the molecule C3H3NO2, with ωB97M-V/def2-TZVPD.

Positions of all 9 atoms, in Å:
O (-0.07, -1.86, 1.08)
C (0.01, -0.47, 0.63)
N (-0.48, -0.44, 1.83)
O (-0.42, 2.18, 0.05)
C (0.14, 1.46, -0.77)
C (0.41, 0.05, -0.55)
H (-0.94, -2.20, 0.78)
H (0.45, 1.86, -1.76)
H (0.89, -0.58, -1.28)

HOMO energy in eV: -9.033
E_LUMO in eV: -0.35
2S+1: 1

Atomic charges from the natural (NBO) analysis, expressed in e, are listed below: -0.463, 0.464, -0.119, -0.569, 0.390, -0.577, 0.510, 0.118, 0.247

=====

Most stable to least stable, the ends of the list are A and B.

=====

A:
Computed, not measured: the molecule C3H3NO2, with ωB97M-V/def2-TZVPD.

Positions of all 9 atoms, in Å:
O (1.65, -1.41, -0.61)
C (0.68, -0.73, -0.75)
C (0.50, 0.75, -0.48)
N (-0.33, 1.23, 0.37)
C (-0.92, 0.19, 1.14)
O (-0.60, -0.97, 1.05)
H (0.99, 1.41, -1.19)
H (-0.24, -1.02, -1.31)
H (-1.72, 0.51, 1.82)

HOMO energy in eV: -9.885
E_LUMO in eV: -0.77
2S+1: 1
Structure (SMILES): O=C/C=N\C=O

Atomic charges from the natural (NBO) analysis, expressed in e, are listed below: -0.510, 0.370, 0.129, -0.486, 0.522, -0.503, 0.207, 0.125, 0.146

=====

B:
Computed, not measured: the molecule C3H3NO2, with ωB97M-V/def2-TZVPD.

Positions of all 9 atoms, in Å:
C (0.64, -0.65, -0.03)
N (2.11, -0.13, -0.09)
O (0.04, 0.50, -0.18)
C (-1.45, 0.27, -0.21)
C (-2.63, 0.44, 0.01)
O (0.36, -1.77, 0.28)
H (2.40, 0.21, 0.82)
H (2.22, 0.63, -0.76)
H (-3.68, 0.50, 0.16)

HOMO energy in eV: -10.311
E_LUMO in eV: 0.43
2S+1: 1
Structure (SMILES): C#COC(N)=O

Atomic charges from the natural (NBO) analysis, expressed in e, are listed below: 0.915, -0.907, -0.455, 0.236, -0.268, -0.520, 0.379, 0.370, 0.250

=====

Most stable to least stable, the ends of the list are A and B.

=====

A:
Computed, not measured: the ion C5H12N2 with charge +1, with ωB97M-V/def2-TZVPD.

Positions of all 19 atoms, in Å:
C (-0.26, -1.03, -0.11)
C (1.21, -1.14, -0.50)
C (1.63, -0.01, -1.42)
C (2.89, 0.28, -1.70)
N (-0.60, 0.07, 0.71)
C (-1.86, 0.19, 1.41)
N (-2.47, 1.49, 1.38)
H (-0.89, -1.09, -1.03)
H (-0.68, -1.96, 0.32)
H (1.48, -2.11, -0.91)
H (1.74, -1.09, 0.45)
H (0.90, 0.44, -2.08)
H (3.11, 1.10, -2.38)
H (3.77, -0.16, -1.25)
H (-0.06, 0.89, 0.46)
H (-2.47, -0.54, 0.86)
H (-1.71, -0.12, 2.46)
H (-1.84, 2.27, 1.34)
H (-3.25, 1.49, 0.73)

HOMO energy (spin up / spin down) in eV: -13.697 / -13.686
Charge: +1
E_LUMO (spin up / spin down) in eV: -2.84 / -7.64
2S+1: 2

Atomic charges from the natural (NBO) analysis, expressed in e, are listed below: -0.298, -0.460, -0.274, -0.303, -0.124, -0.096, -0.817, 0.290, 0.265, 0.267, 0.232, 0.209, 0.217, 0.209, 0.419, 0.228, 0.245, 0.389, 0.400

=====

B:
Computed, not measured: the ion C5H12N2 with charge +1, with ωB97M-V/def2-TZVPD.

Positions of all 19 atoms, in Å:
C (-0.55, 1.61, 1.86)
C (0.06, 1.03, 0.58)
C (0.51, -0.47, 0.70)
C (0.60, -1.16, -0.63)
C (-1.25, -2.12, -1.61)
N (-0.60, -1.05, -1.42)
N (1.08, 1.89, 0.12)
H (-1.15, 0.87, 2.38)
H (-1.19, 2.43, 1.54)
H (0.16, 1.97, 2.60)
H (-0.75, 0.91, -0.16)
H (1.45, -0.64, 1.23)
H (-0.28, -0.90, 1.32)
H (1.35, -0.57, -1.19)
H (1.11, -2.13, -0.61)
H (-0.81, -3.06, -1.27)
H (-2.20, -2.22, -2.12)
H (1.88, 2.13, 0.71)
H (1.35, 1.68, -0.84)

HOMO energy (spin up / spin down) in eV: -13.846 / -13.744
Charge: +1
E_LUMO (spin up / spin down) in eV: -3.08 / -8.34
2S+1: 2

Atomic charges from the natural (NBO) analysis, expressed in e, are listed below: -0.621, -0.114, -0.350, -0.272, 0.005, -0.428, -0.331, 0.243, 0.246, 0.231, 0.296, 0.242, 0.253, 0.186, 0.234, 0.150, 0.203, 0.418, 0.408

=====

Most stable to least stable, the ends of the list are A and B.

=====

A:
Computed, not measured: the molecule C5H9NO2, with ωB97M-V/def2-TZVPD.

Positions of all 17 atoms, in Å:
O (-0.42, 3.43, -1.38)
C (0.14, 2.36, -1.15)
O (1.27, 2.00, -1.94)
C (-0.23, 1.33, -0.08)
C (0.47, 0.00, -0.07)
C (-0.30, -0.87, 0.99)
C (-0.57, -3.15, 0.79)
N (0.21, -2.23, 1.11)
H (1.51, 2.82, -2.46)
H (0.21, 1.91, 0.79)
H (-1.35, 1.33, -0.08)
H (1.47, 0.05, 0.37)
H (0.75, -0.52, -1.06)
H (-1.48, -0.74, 0.92)
H (0.04, -0.46, 2.04)
H (-1.46, -3.11, 0.14)
H (-0.26, -4.15, 1.07)

HOMO energy in eV: -9.826
E_LUMO in eV: 0.72
2S+1: 1
Structure (SMILES): C=NCCCC(=O)O

Atomic charges from the natural (NBO) analysis, expressed in e, are listed below: -0.595, 0.805, -0.718, -0.524, -0.432, -0.244, -0.051, -0.393, 0.498, 0.253, 0.250, 0.224, 0.233, 0.173, 0.209, 0.147, 0.166

=====

B:
Computed, not measured: the molecule C5H9NO2, with ωB97M-V/def2-TZVPD.

Positions of all 17 atoms, in Å:
C (-1.77, -1.17, 0.04)
C (-0.83, 0.10, 0.10)
C (0.45, 0.25, -0.63)
C (2.50, 0.08, -0.10)
C (0.45, -0.13, 0.77)
H (-2.37, -1.17, -0.88)
H (-1.22, -2.11, 0.33)
H (-2.58, -0.89, 0.90)
H (-1.15, 2.13, -0.18)
H (-2.65, 1.24, 0.20)
H (0.64, 1.36, -0.74)
H (2.88, 1.11, -0.25)
H (3.54, -0.62, -0.17)
H (0.39, -1.18, 0.74)
N (-1.67, 1.19, -0.22)
O (1.66, -0.43, -1.14)
O (1.73, 0.23, 1.23)

HOMO energy in eV: -9.202
E_LUMO in eV: 0.90
2S+1: 1
Structure (SMILES): CC1(N)[C@@H]2OCO[C@H]21

Atomic charges from the natural (NBO) analysis, expressed in e, are listed below: -0.598, 0.175, 0.000, 0.187, -0.008, 0.236, 0.226, 0.198, 0.378, 0.387, 0.152, 0.156, 0.180, 0.165, -0.831, -0.496, -0.510

=====

Most stable to least stable, the ends of the list are A and B.